Here is a 12-piece molecular cluster, C22H53BN15O28S overall at a distorted geometry from the OMol25 dataset. Energies are from ωB97M-V/def2-TZVPD.

Structure (XYZ):
```
120
Properties=species:S:1:pos:R:3:forces:R:3
C 4.8466 -0.7806 1.1668 0.3 0.0 -0.2
C 4.3070 -0.7188 -0.2176 0.1 0.2 0.2
O 4.4956 0.1822 -0.9889 0.0 0.5 -0.3
O 3.5571 -1.7774 -0.5394 -0.4 -0.5 0.0
C 2.9432 -1.6839 -1.8250 0.1 0.1 -0.6
C 1.7502 -0.7390 -1.8257 -0.2 0.0 0.5
C 0.4276 -1.4877 -2.0137 0.0 0.2 -0.1
C -0.7139 -0.6209 -1.6665 -0.2 -0.1 0.1
N -1.3600 -0.7007 -0.5367 -0.3 0.3 0.1
N -2.2855 0.2877 -0.6145 -0.1 -0.1 0.1
O -3.1294 0.5377 0.4038 0.2 0.1 0.0
B -2.9081 -0.4572 1.4575 -0.2 -0.7 0.1
O -3.5470 -1.6214 1.2821 0.5 0.5 -1.3
O -2.1161 -0.1772 2.5151 -0.2 0.2 0.2
C -2.2489 0.9699 -1.7275 0.3 0.0 -0.2
C -3.0881 2.1077 -2.1174 -0.3 0.1 0.0
C -3.1360 3.1906 -1.0302 0.4 0.3 -0.1
O -4.1949 3.4528 -0.5444 -0.8 0.0 0.6
N -1.9555 3.8126 -0.6144 0.4 -1.1 -0.6
C -1.5465 3.4062 0.7312 -0.2 0.4 0.2
C -0.8394 3.7299 -1.5606 -0.4 0.3 0.1
N -1.2317 0.3999 -2.4310 -0.2 -0.5 -0.1
S -0.6716 0.8772 -3.9619 0.7 0.6 -0.4
H 5.2119 -1.7798 1.3668 0.0 -0.2 0.2
H 5.6515 -0.0628 1.2225 0.2 0.1 0.1
H 4.0889 -0.4948 1.8858 -0.2 0.0 0.1
H 2.6594 -2.6893 -2.1073 -0.1 -0.3 0.2
H 3.6632 -1.3519 -2.5626 0.2 0.1 0.0
H 1.8559 0.0588 -2.5499 0.1 0.0 -0.2
H 1.7080 -0.2562 -0.8523 0.1 0.1 0.2
H 0.3673 -2.3323 -1.3367 0.1 -0.2 0.1
H 0.3217 -1.8555 -3.0300 0.0 0.0 -0.2
H -3.0815 -2.3725 1.6896 -0.6 0.1 0.7
H -2.3548 0.6011 3.0277 0.4 0.2 -0.1
H -4.1096 1.7615 -2.2242 -0.2 0.0 -0.1
H -2.7676 2.4711 -3.0842 0.1 0.1 -0.2
H -0.9884 4.2015 1.2065 0.2 0.1 0.1
H -0.9301 2.5056 0.7094 0.2 -0.1 -0.1
H -2.4195 3.1935 1.3328 -0.2 0.1 0.1
H -0.2826 2.7961 -1.4947 0.2 -0.1 0.1
H -1.2090 3.8486 -2.5717 0.0 0.1 -0.2
H -0.1776 4.5636 -1.3724 0.3 0.0 0.1
H -1.3477 0.0310 -4.7558 -0.2 -0.2 0.3
C 3.9305 0.3690 -5.9843 -0.1 -0.2 0.1
N 2.5468 -0.1682 -5.8424 0.1 0.1 0.0
O 2.1616 -0.4772 -4.7273 0.1 -0.1 -0.1
O 1.8685 -0.2586 -6.8419 -0.1 0.0 -0.1
H 4.3898 0.3969 -5.0096 0.0 0.0 0.1
H 4.4630 -0.2926 -6.6611 0.0 0.0 -0.1
H 3.8498 1.3646 -6.4044 0.0 0.0 -0.1
C 1.7400 5.1373 -4.6346 -0.1 0.0 0.1
N 2.3757 3.8959 -4.1111 0.0 0.0 0.0
O 1.8226 3.3028 -3.2037 -0.2 0.0 0.0
O 3.4130 3.5551 -4.6257 0.1 -0.1 -0.1
H 0.8270 5.3167 -4.0806 0.0 0.0 0.0
H 2.4515 5.9456 -4.4992 0.0 0.0 -0.1
H 1.5415 4.9780 -5.6898 0.1 0.0 0.0
C 6.9262 0.9800 -2.6347 0.1 0.2 0.0
N 7.1747 1.6785 -3.9236 0.0 0.0 0.1
O 8.2172 2.2749 -4.0692 0.0 0.0 0.0
O 6.2922 1.6053 -4.7598 0.0 0.0 -0.1
H 7.7756 1.1353 -1.9849 0.0 0.1 -0.1
H 6.0223 1.3957 -2.2053 -0.1 -0.1 -0.1
H 6.7887 -0.0737 -2.8602 -0.1 0.0 0.0
C 5.3736 1.0623 5.2009 0.1 0.1 0.0
N 5.7297 1.8798 4.0081 0.0 0.0 0.0
O 6.7395 2.5419 4.0505 0.1 0.0 0.0
O 4.9654 1.8309 3.0625 -0.1 -0.1 0.0
H 6.1340 1.2114 5.9571 0.0 0.0 0.0
H 4.4040 1.3965 5.5497 -0.1 0.0 0.0
H 5.3310 0.0258 4.8793 -0.1 0.0 0.0
C -5.5085 -2.8833 3.2877 -0.1 0.1 0.1
N -4.2967 -3.6383 3.6914 -0.3 -0.1 0.0
O -4.4059 -4.5502 4.4723 0.1 0.2 -0.1
O -3.2485 -3.2613 3.1908 0.5 -0.7 0.5
H -6.3801 -3.2804 3.7835 0.1 -0.2 0.1
H -5.3285 -1.8513 3.5678 0.0 0.1 -0.1
H -5.5963 -2.9811 2.2110 0.0 0.1 0.0
C -4.1469 1.3395 -7.2048 0.0 -0.1 0.0
N -3.8198 1.4396 -5.7562 -0.1 0.0 -0.1
O -3.6915 0.4087 -5.1213 0.0 0.0 0.0
O -3.6977 2.5506 -5.2888 0.0 0.1 0.0
H -4.2219 0.2913 -7.4648 0.0 0.0 0.0
H -5.0888 1.8567 -7.3577 0.0 0.1 0.0
H -3.3477 1.8315 -7.7506 0.0 0.1 0.0
C 10.7945 -1.1550 -1.6747 0.1 0.1 0.0
N 9.4031 -1.0427 -1.1578 0.0 0.0 0.0
O 9.0420 0.0305 -0.7206 0.2 -0.1 0.2
O 8.7093 -2.0353 -1.2122 0.0 -0.1 0.0
H 11.2780 -0.1931 -1.5606 0.0 0.0 0.0
H 11.2930 -1.9242 -1.0937 0.0 -0.1 0.0
H 10.7284 -1.4463 -2.7182 0.0 -0.1 0.0
C -9.0534 -2.6564 1.9839 0.0 0.0 0.0
N -9.0944 -4.0143 2.6010 0.1 0.5 -0.2
O -7.9992 -4.4951 2.8333 -0.1 -0.6 0.2
O -10.1610 -4.5280 2.8217 0.0 -0.1 0.0
H -8.0060 -2.4250 1.8632 0.0 0.1 -0.1
H -9.5592 -2.6887 1.0250 -0.1 0.0 0.0
H -9.5407 -1.9492 2.6467 -0.1 -0.1 0.0
C 3.2053 -1.6064 7.6050 0.1 0.0 -0.1
N 2.6042 -0.2681 7.8638 0.0 0.0 0.0
O 3.2184 0.7186 7.5022 0.0 -0.1 0.0
O 1.5359 -0.2526 8.4253 -0.1 0.0 0.0
H 4.1549 -1.4659 7.1040 0.0 0.0 0.0
H 3.3337 -2.0936 8.5661 -0.1 0.0 0.0
H 2.5059 -2.1608 6.9876 -0.1 0.0 0.1
C -6.2822 1.0715 -0.0902 -0.2 0.0 0.2
N -7.4701 0.1688 -0.1002 0.0 0.0 0.0
O -7.9447 -0.1821 0.9649 0.2 0.2 0.0
O -7.8873 -0.1653 -1.1846 0.0 0.0 -0.1
H -6.0120 1.2737 0.9382 0.0 0.0 0.0
H -5.4889 0.5540 -0.6144 0.0 0.0 -0.1
H -6.5551 1.9862 -0.6056 0.0 0.0 -0.1
C -5.3163 -4.8885 7.6343 0.1 -0.1 -0.1
N -5.0548 -3.9637 8.7719 0.0 0.0 0.0
O -3.9301 -3.5285 8.9014 0.1 0.0 0.0
O -5.9939 -3.7016 9.4909 -0.1 0.0 0.0
H -4.3955 -5.0249 7.0824 0.0 0.0 0.0
H -5.6723 -5.8259 8.0493 -0.1 0.0 0.0
H -6.0807 -4.4313 7.0150 -0.1 0.0 0.0
```
Forces are in eV/Å.

Values from the calculation:
LUMO level (eV): -2.76
Total charge: +1
HOMO level (eV): -12.23
Orbital gap (Eh): 0.3481
DFT total energy (Ha): -4219.9891


Here is one molecule with the formula CH6N4S at a distorted geometry from the OMol25 dataset. Energies are from ωB97M-V/def2-TZVPD.

Structure (XYZ):
```
12
Properties=species:S:1:pos:R:3:forces:R:3
N -1.0436 -1.2741 -0.2927 -2.2 1.8 -0.2
N 0.2943 -1.2852 0.2163 1.2 0.7 -1.5
C 1.1189 -0.2103 -0.1105 -1.3 -1.0 0.7
S 2.7881 -0.0915 -0.0335 -0.9 -0.8 0.0
N 0.4269 0.9639 -0.5136 2.5 -0.8 -0.2
N -0.6242 1.4982 0.1917 -2.2 0.9 3.8
H -1.6827 -1.1948 0.6297 1.6 0.4 -3.3
H -1.2652 -0.4054 -1.1794 1.2 -3.5 4.0
H 0.7513 -2.2233 0.1385 -0.6 1.3 0.1
H 1.2838 1.5387 -0.3653 -1.3 0.9 -1.1
H -0.3903 1.4800 1.2448 -0.8 0.0 -2.1
H -1.6573 1.2038 0.0739 2.9 0.1 -0.3
```
Forces are in eV/Å.

Values from the calculation:
Structure (SMILES): NNC(=S)NN
LUMO level (eV): 0.46
Total charge: 0
Energy relative to the best compared isomer or geometry (same formula, charge and spin) (kJ/mol): 250.4
HOMO level (eV): -8.72
Orbital gap (Eh): 0.3371
DFT total energy (Ha): -658.7759


Here is C25H58BaN2O2Si3 as an isolated structure at a distorted geometry from the OMol25 dataset. Energies are from ωB97M-V/def2-TZVPD.

Structure (XYZ):
```
91
Properties=species:S:1:pos:R:3:forces:R:3
O -0.3961 -1.2217 -2.0395 -1.7 -1.7 -2.7
O 0.8648 1.1085 -3.9925 0.0 0.3 -0.1
C 0.1246 -2.4949 -2.7451 -0.5 1.4 0.9
C -0.7621 -3.6498 -2.3476 0.1 -0.2 0.0
H 1.1597 -2.5784 -2.3929 -0.5 0.0 0.0
H 0.1371 -2.3015 -3.8276 0.1 -0.1 0.6
H -0.9686 -3.6400 -1.2681 0.0 0.2 -0.4
H -0.2319 -4.5832 -2.5603 -0.1 0.0 -0.1
H -1.6998 -3.6402 -2.9221 0.2 -0.1 0.3
C -1.5379 -0.4812 -2.7719 0.8 -1.1 1.5
C -1.6349 -0.8638 -4.2226 -0.1 0.5 -0.3
H -1.3301 0.5926 -2.6071 0.0 -0.6 -0.2
H -2.4334 -0.7808 -2.2085 0.3 0.2 0.0
H -0.8111 -0.3682 -4.7551 -0.3 -0.4 -0.1
H -2.5953 -0.4552 -4.5665 0.2 0.0 -0.1
H -1.6576 -1.9522 -4.4099 -0.1 0.7 0.2
C 0.3542 2.4390 -3.8283 0.4 -0.6 -0.2
C 2.1076 0.9390 -4.6852 -0.5 0.1 0.3
C -0.7764 2.7096 -4.7914 -0.2 0.4 -0.3
H 1.1681 3.1676 -3.9585 -0.1 -0.1 0.1
H -0.0307 2.5196 -2.7982 0.3 -0.1 -0.2
H -0.4403 2.7455 -5.8314 0.0 -0.2 0.1
H -1.1811 3.6991 -4.5829 -0.2 0.1 0.1
H -1.5844 1.9749 -4.6975 0.2 0.1 0.0
C 1.9807 1.0339 -6.1829 0.2 0.1 -0.3
H 2.4488 -0.0601 -4.4084 0.0 0.1 0.1
H 2.8534 1.6564 -4.3211 -0.1 0.0 0.1
H 1.2631 0.3235 -6.6006 0.0 0.1 0.2
H 2.9556 0.8066 -6.6045 0.2 -0.1 -0.2
H 1.7478 2.0411 -6.5188 -0.2 0.1 0.0
H 0.5066 -0.7607 -1.4768 2.6 1.2 0.2
Ba -0.1556 0.4351 0.9186 -0.4 -0.5 0.1
C 1.9552 -0.3577 -1.4044 -0.4 0.3 0.2
Si 3.3186 0.4651 -0.3353 -0.9 -1.2 -0.7
H 2.3769 -1.3378 -1.7338 0.0 0.7 0.3
H 1.8550 0.2623 -2.3147 0.2 -0.4 0.3
C 4.9492 -0.3531 -0.8291 0.2 0.1 0.2
C 2.9357 0.0950 1.4787 0.4 0.1 0.2
C 3.4793 2.3156 -0.6535 -0.1 0.2 0.0
C -2.3978 -1.4078 0.6461 0.1 0.3 0.3
Si -3.7294 -0.1192 0.6916 0.8 -1.7 0.3
H -2.1014 -1.8653 1.6177 -0.4 0.4 -0.3
H -2.5241 -2.2609 -0.0476 -0.1 0.5 0.0
C -5.2218 -0.6002 -0.3637 -0.3 0.1 -0.1
C -3.0888 1.5519 0.0239 -0.1 0.8 -0.3
C -4.3054 0.2126 2.4572 -0.2 0.2 0.1
H 2.8475 2.6455 -1.4909 0.2 -0.1 0.1
H 4.5305 2.5429 -0.8977 -0.4 0.1 0.1
H 3.1816 2.9030 0.2286 0.2 -0.1 -0.2
H 4.9422 -1.4246 -0.5956 0.0 0.1 0.0
H 5.7985 0.1029 -0.3029 -0.1 -0.1 0.0
H 5.1458 -0.2537 -1.9027 -0.1 0.0 0.1
H 2.1975 -0.7234 1.6065 0.6 0.4 -0.1
H 2.5785 0.9649 2.0644 0.2 -0.4 -0.1
H 3.8781 -0.2577 1.9359 -0.4 0.2 0.1
H -3.9449 2.0175 -0.5117 0.6 0.0 0.3
H -2.2562 1.4676 -0.7215 -0.6 0.1 0.4
H -2.7914 2.2561 0.8381 -0.1 -0.3 -0.5
H -5.0950 0.9823 2.4867 0.2 -0.2 0.1
H -3.4817 0.5386 3.1175 -0.2 -0.2 -0.2
H -4.7278 -0.7202 2.8650 0.2 0.3 -0.1
H -6.1364 -0.0541 -0.0803 0.2 -0.1 -0.1
H -5.4176 -1.6736 -0.2209 0.1 0.3 -0.1
H -5.0514 -0.4198 -1.4374 0.0 -0.1 0.2
C 0.7996 -3.5809 1.3510 0.1 -0.4 0.1
C 0.7472 -2.8499 2.6670 -0.1 0.5 0.7
C 0.8883 -3.5104 3.8940 0.1 -0.2 -0.4
C 0.8060 -2.7578 5.0868 -0.1 0.4 -0.2
C 0.5573 -1.3894 5.0394 0.2 -1.0 0.1
C 0.4051 -0.7766 3.7677 -0.1 0.1 -0.6
N 0.5333 -1.5185 2.6049 -0.1 -0.9 1.0
N 0.1307 0.5138 3.5658 -0.2 1.2 -0.1
Si -0.1230 1.8070 4.7136 0.2 -1.7 -0.9
C -1.5940 1.4004 5.7817 -0.2 0.3 0.3
C 1.3817 2.0085 5.7898 0.2 0.3 0.3
C -0.4423 3.3921 3.7628 0.0 0.3 0.0
H -0.1686 -3.5499 0.8389 0.1 0.2 0.1
H 1.5597 -3.1811 0.6690 -0.1 0.2 0.2
H 1.0415 -4.6316 1.5232 0.0 0.0 0.0
H 1.0586 -4.6021 3.8936 -0.1 0.8 0.1
H 0.9381 -3.2557 6.0517 -0.1 0.1 -0.3
H 0.4830 -0.7650 5.9367 0.0 -0.5 -0.4
H -1.4832 0.4261 6.2749 0.0 0.2 -0.1
H -1.6797 2.1730 6.5573 -0.2 -0.2 0.0
H -2.5265 1.3747 5.2045 0.2 0.0 0.1
H 2.2556 2.3229 5.2054 -0.1 0.0 0.1
H 1.1681 2.7763 6.5450 0.2 -0.1 0.0
H 1.6463 1.0762 6.3047 -0.1 0.2 -0.1
H 0.3740 3.6535 3.0739 -0.1 -0.1 0.2
H -1.3802 3.3812 3.1889 0.1 -0.1 0.2
H -0.5209 4.2087 4.4988 0.0 -0.1 -0.3
```
Forces are in eV/Å.

Values from the calculation:
LUMO level (eV): 0.03
Total charge: 0
Energy relative to the best compared isomer or geometry (same formula, charge and spin) (kJ/mol): 253.6
HOMO level (eV): -6.04
Orbital gap (Eh): 0.2230
DFT total energy (Ha): -2141.3026


Here is CHNO3 as an isolated structure at a distorted geometry from the OMol25 dataset. Energies are from ωB97M-V/def2-TZVPD.

Structure (XYZ):
```
6
Properties=species:S:1:pos:R:3:forces:R:3
C -0.4408 -0.2849 -0.0034 -3.7 -2.8 0.0
N -1.2715 -0.5365 0.9051 -0.1 0.6 0.7
O -0.8054 -0.8372 -1.2165 1.9 1.3 -0.4
O -2.3211 -1.1651 0.6108 0.3 -1.0 -1.6
O -1.9345 -1.5437 -1.0851 -1.8 -0.6 1.4
H 0.1916 0.4607 0.1545 3.4 2.6 -0.2
```
Forces are in eV/Å.

Values from the calculation:
LUMO level (eV): -1.12
Total charge: 0
Energy relative to the best compared isomer or geometry (same formula, charge and spin) (kJ/mol): 566.1
HOMO level (eV): -9.35
Orbital gap (Eh): 0.3025
DFT total energy (Ha): -318.9039


Here is an isolated ion of composition CH3NO4S and charge -2 at a distorted geometry from the OMol25 dataset. Energies are from ωB97M-V/def2-TZVPD.

Structure (XYZ):
```
10
Properties=species:S:1:pos:R:3:forces:R:3
O 0.1875 -2.6589 0.7990 0.7 1.5 0.8
S 0.2866 -1.3143 1.4496 -1.1 -0.5 0.2
O 1.5658 -0.9413 2.0786 0.2 -0.8 -0.3
O -0.8214 -1.1032 2.4196 0.3 -0.1 -0.7
C 0.1484 -0.0460 0.1646 1.3 1.2 -0.8
N -0.9638 -0.0820 -0.7639 0.6 0.2 0.2
O -0.6870 0.9884 -1.6843 -0.7 -0.1 0.1
H 0.9999 -0.1717 -0.5960 -0.6 0.1 1.6
H 0.3410 0.9923 0.7549 -0.6 -2.0 -1.2
H -1.8189 0.0950 -0.2499 -0.2 0.4 0.1
```
Forces are in eV/Å.

Values from the calculation:
Structure (SMILES): O=S(=O)([O-])CN[O-]
LUMO level (eV): 6.74
Total charge: -2
Energy relative to the best compared isomer or geometry (same formula, charge and spin) (kJ/mol): 0.0
HOMO level (eV): 1.61
Orbital gap (Eh): 0.1886
DFT total energy (Ha): -793.6927


Here is a 15-piece molecular cluster, C3H35NO15S overall at a distorted geometry from the OMol25 dataset. Energies are from ωB97M-V/def2-TZVPD.

Structure (XYZ):
```
55
Properties=species:S:1:pos:R:3:forces:R:3
O 0.8110 1.0829 -0.1817 1.8 -0.9 -0.8
C 0.7454 -0.0605 0.2518 -3.0 1.7 0.7
N -0.4899 -0.3546 0.7856 -0.8 -1.7 -0.5
C -0.8812 -1.5968 1.4309 -0.7 0.5 1.3
C 0.2898 -2.6379 1.4484 1.5 0.7 0.7
S -0.0697 -4.2340 2.1009 -0.3 0.1 -1.2
H 1.4668 -0.8702 0.2731 0.8 0.4 -0.1
H -1.3047 0.1146 0.3248 0.9 0.0 0.4
H -1.8966 -1.9001 1.0936 0.8 -0.1 -0.2
H -1.0225 -1.3895 2.5184 -0.1 -0.1 -0.5
H 1.0295 -2.2578 2.1947 -0.4 0.0 -0.4
H 0.8297 -2.6722 0.4935 -0.6 -0.6 -0.1
H -0.1759 -4.7987 0.8623 -0.1 -0.2 0.5
H -0.5283 -1.4137 -4.7643 -0.6 -0.7 -0.2
H -0.5514 -0.4913 -3.6751 -0.8 -0.3 0.4
O -1.0141 -1.3371 -3.9287 1.1 0.8 -0.4
H -2.7100 0.7708 4.1465 -0.2 0.1 -0.2
H -3.4577 1.1557 2.8237 0.1 -0.1 0.5
O -3.1028 1.5046 3.6585 0.2 0.0 -0.5
H 2.8569 1.1131 -0.5090 -0.4 -0.5 0.2
H 4.2769 1.0891 -0.7984 0.5 -0.5 0.0
O 3.5627 0.4515 -0.6518 -0.1 1.3 0.1
H -3.5499 -0.5085 -0.2710 -0.1 0.5 0.1
H -4.3062 -1.6093 0.4362 -0.2 0.0 0.2
O -3.8210 -0.7956 0.6173 0.3 -0.5 -0.2
H 3.1374 -0.0467 -2.3622 0.1 -0.4 -0.1
H 3.1961 -1.4978 -2.8722 0.1 0.1 -0.1
O 2.9124 -0.6135 -3.1258 -0.4 0.2 0.0
H -1.0042 3.9655 -0.8101 -0.1 -0.8 -0.4
H -0.5987 2.5546 -0.4313 0.1 0.0 0.1
O -1.1239 3.0291 -1.0886 0.2 1.3 0.4
H 2.0728 3.7836 1.9398 0.2 -0.4 -0.4
H 1.3823 2.7291 1.0474 1.3 0.6 0.4
O 2.2822 3.0242 1.3644 -1.1 -0.1 -0.1
H 0.6574 -2.7763 -2.5968 -0.1 0.5 -0.2
H 0.6473 -1.3685 -1.8943 0.1 -0.1 -0.8
O 0.5068 -2.3109 -1.7675 0.2 -0.5 1.3
H -0.0422 2.4663 2.3664 -0.4 0.5 -0.1
H -1.3671 3.0720 1.7772 0.0 0.0 0.3
O -0.4090 3.1696 1.7833 0.2 -0.5 0.0
H -1.6605 -3.1272 -1.3832 -0.1 0.0 -0.1
H -1.9800 -2.6888 -2.7594 -0.2 0.2 -0.3
O -2.3926 -3.1453 -2.0117 0.3 0.0 0.4
H 0.3111 0.3747 3.0975 -0.3 0.2 0.1
H 1.7799 0.6567 3.2980 -0.5 0.6 -0.1
O 0.8990 1.1105 3.3002 0.2 -0.9 0.2
H 3.0376 1.4993 2.2933 0.2 0.5 -0.7
H 3.7357 0.2747 1.6183 0.0 0.3 -0.2
O 3.3685 0.6028 2.4441 0.0 -0.6 0.5
H 1.2065 0.6163 -3.7165 0.3 0.3 0.6
H 0.2296 1.4002 -2.6826 0.6 0.2 0.1
O 0.3289 0.9786 -3.5420 -0.7 -0.3 -0.4
H -2.5470 0.8765 -2.0256 0.1 0.9 0.0
H -2.7296 1.9776 -0.8182 0.4 -0.2 -1.1
O -2.8234 1.0584 -1.1224 -0.3 -1.2 0.9
```
Forces are in eV/Å.

Values from the calculation:
LUMO level (alpha / beta) (eV): -4.10 / -9.31
Total charge: +1
<S²>: 0.75
HOMO level (alpha / beta) (eV): -13.79 / -13.79
Orbital gap (alpha / beta) (Eh): 0.3561 / 0.1646
2S+1: 2
DFT total energy (Ha): -1716.5169


The lowest total charge belongs to which entry?
CH3NO4S


Among the records above, which one has the highest DFT total energy?
CHNO3


Number 2 is which compound?
CH6N4S